(1)
C37H49BrIrN2P2S as an isolated structure in a non-equilibrium geometry, computed with ωB97M-V with the def2-TZVPD basis set.

Net charge: +4
Highest occupied orbital energy (alpha / beta) in eV: -17.401 / -18.796
LUMO (alpha / beta) in eV: -11.53 / -14.65
2S+1: 6
Frontier orbital gap (alpha / beta) in eV: 5.9 / 4.1
Energy above the lowest of the compared OMol25 structures with the same formula, charge and spin in kcal/mol: 94.7

Each line ends with the Mulliken charge.
Element x y z (Å)
C  3.0882  -4.9198  -2.5792  -0.02
C  2.8746  -3.6722  -3.2153  0.56
C  2.1863  -3.6814  -4.4467  -0.08
C  1.9185  -4.9066  -5.0699  -0.36
N  2.2531  -6.0804  -4.5198  -0.33
C  2.7932  -6.1040  -3.2923  -0.36
C  3.3299  -2.4463  -2.6239  -0.40
C  3.5715  -1.3615  -2.0973  -0.33
C  3.4377  -0.2220  -1.2790  0.82
C  2.7944  -0.5258  -0.0665  -0.81
C  2.4122  0.5809  0.7191  -0.18
C  2.0549  1.5873  -0.2063  -0.16
C  2.9443  2.1462  -1.0991  -0.67
C  3.7275  1.1310  -1.6391  -1.30
Ir  0.2761  1.5200  0.3432  0.26
P  -0.7585  -0.5605  -0.3163  0.31
H  1.8722  -2.7518  -4.9065  0.57
H  3.4796  -4.9911  -1.5597  0.54
H  1.4293  -4.9415  -6.0495  0.42
H  3.0191  -7.0927  -2.8522  0.41
H  4.4814  1.3224  -2.3898  0.56
H  2.5778  -1.5545  0.2237  0.72
H  2.9552  3.2001  -1.3508  0.78
H  2.7250  0.7333  1.7598  1.30
C  -2.6116  -0.6101  0.1136  -0.80
C  -3.5545  -1.5961  -0.5796  -1.64
H  -2.9864  0.4149  -0.0293  0.80
H  -2.6504  -0.7925  1.1985  0.60
H  -4.5812  -1.4298  -0.2240  0.46
H  -3.5803  -1.4851  -1.6694  0.33
H  -3.3285  -2.6403  -0.3433  0.38
C  -0.6143  -0.9414  -2.1334  1.04
C  -1.0115  -2.3269  -2.6445  -1.42
H  0.4513  -0.7622  -2.3441  -0.02
H  -1.1827  -0.1665  -2.6660  -0.58
H  -1.0490  -2.3040  -3.7429  0.45
H  -0.2772  -3.0948  -2.3642  0.22
H  -2.0067  -2.6441  -2.3067  0.19
C  -0.1290  -2.1762  0.3513  0.70
C  -1.0685  -3.3731  0.5073  -1.79
H  0.2973  -1.9634  1.3341  -0.38
H  0.7102  -2.4600  -0.2992  0.04
H  -0.5230  -4.2009  0.9804  0.48
H  -1.9195  -3.1501  1.1583  0.38
H  -1.4489  -3.7596  -0.4461  0.32
Br  0.7303  3.8699  1.2072  -0.28
P  -1.1486  2.5835  -1.6169  1.42
C  -2.5929  1.8225  -2.4927  -0.50
C  -3.7022  2.7506  -3.0080  -1.37
H  -3.0357  1.0929  -1.7992  -0.03
H  -2.1946  1.2521  -3.3455  0.49
H  -4.4594  2.1323  -3.5159  0.45
H  -4.2096  3.2941  -2.1985  0.35
H  -3.3382  3.4700  -3.7574  0.31
C  -1.7998  4.1525  -0.9271  -0.59
C  -1.3593  5.4321  -1.6188  -1.44
H  -1.4397  4.1765  0.1170  0.52
H  -2.8936  4.0699  -0.8852  0.55
H  -1.5323  6.2673  -0.9285  0.46
H  -0.2919  5.4262  -1.8739  0.28
H  -1.9499  5.6423  -2.5199  0.31
C  0.1079  2.7643  -2.9519  -0.32
C  -0.3043  3.3811  -4.2929  -1.31
H  0.4822  1.7411  -3.1368  0.21
H  0.9605  3.3091  -2.5150  0.24
H  0.5981  3.4463  -4.9160  0.44
H  -1.0283  2.7635  -4.8421  0.33
H  -0.6934  4.4006  -4.1843  0.27
N  -0.2625  1.1398  2.1831  -0.10
S  0.5596  1.6004  3.6195  0.30
C  -0.7240  1.4346  4.8578  0.69
C  -1.1682  2.5726  5.5539  -0.47
C  -2.1744  2.4300  6.5138  -0.68
C  -2.7138  1.1677  6.7943  -0.46
C  -2.2728  0.0512  6.0778  -0.77
C  -1.2684  0.1796  5.1160  -0.14
C  1.5583  0.1372  3.9879  0.59
C  1.6440  -0.9151  3.0897  0.57
C  2.5348  -1.9686  3.2659  -0.53
C  3.2992  -2.0138  4.4333  -0.75
C  3.2042  -0.9777  5.3766  -0.76
C  2.3417  0.1064  5.1572  -0.71
H  -1.2598  1.0578  2.3640  0.40
H  -0.7102  3.5375  5.3303  0.45
H  -2.5379  3.3095  7.0450  0.44
H  -3.4671  1.0562  7.5788  0.44
H  -2.7103  -0.9266  6.2649  0.43
H  -0.8821  -0.6889  4.5858  0.39
H  1.0569  -0.8214  2.1870  -0.05
H  2.6352  -2.7409  2.5053  0.49
H  3.9800  -2.8467  4.6127  0.44
H  3.8054  -1.0003  6.2941  0.44
H  2.2477  0.9320  5.8700  0.52

=====

(2)
C38H35O2P2Y as an isolated structure in a non-equilibrium geometry, computed with ωB97M-V with the def2-TZVPD basis set.

Net charge: +2
Highest occupied orbital energy in eV: -14.064
LUMO in eV: -6.07
Frontier orbital gap in eV: 8.0

Each line ends with the Mulliken charge.
Element x y z (Å)
C  -2.4020  0.8720  0.8736  -0.42
C  -1.5005  1.5421  0.0340  0.62
C  -1.8999  1.9639  -1.2442  -0.85
C  -3.2103  1.7547  -1.6492  -1.05
C  -4.1159  1.1235  -0.8038  -0.28
C  -3.7029  0.6585  0.4431  -0.52
P  0.2328  1.7445  0.5272  1.29
C  0.8395  3.1722  -0.4124  0.89
C  1.7325  3.0144  -1.4850  -0.29
C  2.1137  4.1416  -2.2004  -0.77
C  1.6150  5.3992  -1.8678  -0.62
C  0.7374  5.5463  -0.7889  -0.65
C  0.3596  4.4312  -0.0338  -0.49
Y  2.0968  -0.2087  0.5278  0.59
P  0.0894  -1.7639  -0.2596  0.74
C  -0.8867  -1.4549  -1.7417  0.70
C  -2.2334  -1.8286  -1.7561  -0.90
C  -2.9864  -1.6189  -2.9105  -0.58
C  -2.4100  -1.0019  -4.0230  -0.66
C  -1.0812  -0.5784  -3.9857  -0.73
C  -0.3025  -0.7969  -2.8530  -0.39
C  1.3773  -3.0308  -0.6661  1.37
C  2.4184  -3.3029  0.2429  -0.47
C  3.3947  -4.2245  -0.1326  -0.87
C  3.3150  -4.9027  -1.3491  -0.62
C  2.2689  -4.6259  -2.2351  -0.62
C  1.2951  -3.6819  -1.9059  -0.76
C  -0.8261  -2.3866  1.1720  1.06
C  -0.7588  -1.7702  2.4438  -0.30
C  -1.4370  -2.3683  3.5048  -0.55
C  -2.1479  -3.5515  3.3189  -0.68
C  -2.1688  -4.1715  2.0687  -0.73
C  -1.4920  -3.6018  0.9888  -0.50
C  0.1975  2.2099  2.3015  1.15
C  -0.9399  2.8555  2.8090  -0.36
C  -0.9774  3.2233  4.1568  -0.82
C  0.1090  2.9464  4.9908  -0.71
C  1.2271  2.2944  4.4741  -0.83
C  1.3057  1.9409  3.1290  -0.83
H  2.4375  -2.8467  1.2496  0.52
H  4.2253  -4.4284  0.5383  0.46
H  4.0430  -5.6696  -1.6079  0.44
H  2.1907  -5.1448  -3.1782  0.46
H  0.4764  -3.4451  -2.5775  0.46
H  -2.6683  -2.2890  -0.8602  0.48
H  -4.0283  -1.9395  -2.9179  0.46
H  -3.0098  -0.8574  -4.9235  0.42
H  -0.6417  -0.0843  -4.8541  0.45
H  0.7448  -0.4725  -2.8144  0.47
H  -0.1957  -0.8381  2.5996  -0.02
H  -1.4085  -1.8974  4.4842  0.48
H  -2.6854  -4.0048  4.1502  0.44
H  -2.7054  -5.1010  1.9091  0.45
H  -1.4665  -4.0804  0.0020  0.51
H  -1.7885  3.0532  2.1522  0.49
H  -1.8621  3.7284  4.5310  0.44
H  0.0709  3.2605  6.0337  0.44
H  2.0621  2.0710  5.1381  0.45
H  2.2256  1.4834  2.7162  0.45
H  2.1247  2.0255  -1.7470  0.34
H  2.8084  4.0401  -3.0331  0.44
H  1.9048  6.2852  -2.4411  0.39
H  0.3359  6.5194  -0.5119  0.44
H  -0.2930  4.5207  0.8371  0.36
H  -1.1841  2.4792  -1.8887  0.43
H  -3.5219  2.0980  -2.6334  0.46
H  -5.1449  1.0048  -1.1155  0.24
H  -4.4138  0.1504  1.0911  0.30
H  -2.0878  0.5516  1.8721  0.55
H  -6.3358  -0.1283  -0.5296  0.04
H  -6.2713  -0.2717  0.2269  0.02
C  5.8660  0.0982  -1.0447  -1.19
C  4.5250  -0.0461  -0.4653  1.28
O  4.3253  -0.2954  0.7881  -0.77
O  3.4777  0.0882  -1.2424  -0.65
H  6.6431  -0.0702  -0.3021  0.34
H  5.9872  1.0910  -1.4691  0.34
H  5.9930  -0.6022  -1.8648  0.33

=====

(3)
C30H35AuN3O4PS3Te as an isolated structure, computed with ωB97M-V with the def2-TZVPD basis set.

Highest occupied orbital energy in eV: -6.818
LUMO in eV: -0.67
Frontier orbital gap in eV: 6.1
Energy above the lowest of the compared OMol25 structures with the same formula, charge and spin in kcal/mol: 0.0

Each line ends with the Mulliken charge.
Element x y z (Å)
Au  -0.3239  1.3935  1.8657  0.42
C  4.2530  -2.0089  2.4850  -1.29
C  4.1956  -1.1930  1.2057  0.46
C  3.1830  -1.7375  0.2146  -1.32
O  3.9796  0.1982  1.5373  -0.44
P  2.6063  1.0045  1.6721  0.99
S  1.7871  1.4314  -0.0790  -0.41
S  1.3880  0.0810  2.9975  -0.58
O  3.1478  2.3973  2.2080  -0.34
C  3.8537  2.7887  3.4080  0.50
C  5.2697  2.2407  3.4057  -1.07
C  3.1047  2.4450  4.6822  -1.32
H  4.5357  -3.0368  2.2511  0.46
H  3.2801  -2.0144  2.9768  0.24
H  4.9914  -1.5904  3.1694  0.32
H  5.1844  -1.1784  0.7453  0.19
H  2.1778  -1.6931  0.6392  0.22
H  3.4247  -2.7770  -0.0122  0.55
H  3.1883  -1.1574  -0.7071  0.33
H  3.8879  3.8737  3.3039  0.23
H  5.2611  1.1605  3.5484  0.09
H  5.8315  2.7014  4.2202  0.47
H  5.7678  2.4632  2.4626  0.31
H  3.1216  1.3725  4.8705  0.27
H  2.0646  2.7629  4.6170  0.32
H  3.5786  2.9579  5.5209  0.46
C  0.1077  0.8872  -6.7281  -0.98
O  -0.2799  1.2665  -5.4178  -0.43
C  -0.1967  0.3236  -4.4347  1.41
C  0.1128  -1.0091  -4.6351  -0.44
C  0.1471  -1.8785  -3.5479  -1.46
C  -0.1304  -1.4180  -2.2731  -1.03
C  -0.4400  -0.0802  -2.0707  -0.58
C  -0.4608  0.7926  -3.1417  0.31
N  -0.7874  2.1597  -3.0130  0.26
C  -0.8225  2.8578  -1.9052  0.11
C  -1.2276  4.2174  -1.8583  0.13
C  -1.1520  5.0640  -2.9901  -0.86
C  -1.4483  6.3948  -2.9027  -0.74
C  -1.8630  6.9277  -1.6671  -0.41
C  -1.9961  6.1279  -0.5627  -0.55
C  -1.6897  4.7485  -0.6196  0.75
O  -1.8709  4.0185  0.4275  -0.82
H  -0.5394  0.1018  -7.1239  0.37
H  1.1454  0.5473  -6.7458  0.40
H  0.0074  1.7765  -7.3432  0.26
H  0.3405  -1.3762  -5.6251  0.43
H  0.3904  -2.9203  -3.7093  0.43
H  -0.1069  -2.0910  -1.4265  1.04
H  -0.6576  0.2809  -1.0725  0.28
H  -1.0367  2.6164  -3.8808  0.30
H  -0.4520  2.3721  -1.0105  0.29
H  -0.7885  4.6662  -3.9317  0.33
H  -1.3474  7.0319  -3.7705  0.40
H  -2.0846  7.9847  -1.5886  0.38
H  -2.3542  6.5225  0.3783  0.45
Te  -2.4621  1.9551  0.5111  -0.05
S  -2.1459  -4.9914  0.2493  -0.17
C  -2.4408  -3.2468  0.3640  0.61
C  -2.7021  -2.5132  -0.7849  -0.68
C  -2.8643  -1.1434  -0.6735  -0.42
N  -2.7807  -0.4962  0.4851  -0.39
C  -2.5477  -1.2063  1.5927  -0.44
C  -2.3693  -2.5745  1.5799  -0.76
C  -3.2037  -5.5590  1.5674  0.12
C  -4.5645  -5.2821  1.5481  -0.19
C  -5.3459  -5.7647  2.5852  -0.32
N  -4.8636  -6.4830  3.5985  -0.58
C  -3.5616  -6.7466  3.5977  -0.32
C  -2.6872  -6.3099  2.6098  -0.13
H  -2.7737  -3.0019  -1.7469  0.51
H  -3.0632  -0.5305  -1.5453  0.56
H  -2.4713  -0.6369  2.5108  0.51
H  -2.1694  -3.1095  2.4980  0.57
H  -5.0019  -4.7081  0.7421  0.40
H  -6.4128  -5.5730  2.6020  0.36
H  -3.1935  -7.3271  4.4364  0.36
H  -1.6335  -6.5498  2.6539  0.39

=====

Q: Which formula does entry 1 have?
A: C37H49BrIrN2P2S